*1*
The following is a quantum chemistry calculation of a 16-piece molecular cluster, C64H176N16O16 overall, from the Open Molecules 2025 dataset.

HOMO, eV: -8.358
Gap between HOMO and LUMO, eV: 8.883

Atoms and positions in Å:
C (8.248, 0.286, -0.981)
C (7.597, -0.732, -1.845)
C (7.926, -2.147, -1.250)
O (7.286, -2.228, 0.017)
C (7.710, -3.328, 0.804)
N (6.108, -0.536, -1.801)
H (9.322, 0.325, -1.081)
H (7.964, 0.073, 0.042)
H (7.871, 1.288, -1.129)
H (7.953, -0.600, -2.867)
H (9.019, -2.283, -1.101)
H (7.583, -2.920, -1.984)
H (8.743, -3.147, 1.115)
H (7.574, -4.210, 0.174)
H (7.151, -3.423, 1.758)
H (5.602, -1.054, -2.523)
H (5.809, -0.769, -0.825)
C (-3.053, -2.366, 6.323)
C (-1.771, -1.785, 6.914)
C (-1.119, -0.829, 6.044)
O (-1.194, -1.221, 4.729)
C (-0.802, -0.138, 3.794)
N (-1.951, -1.142, 8.244)
H (-2.687, -2.965, 5.509)
H (-3.835, -1.601, 6.026)
H (-3.496, -3.065, 7.022)
H (-1.063, -2.639, 7.071)
H (-0.059, -0.618, 6.301)
H (-1.682, 0.111, 6.202)
H (-1.604, 0.646, 3.754)
H (-0.749, -0.578, 2.795)
H (0.207, 0.186, 4.113)
H (-2.051, -1.858, 8.980)
H (-1.191, -0.633, 8.555)
C (-1.326, -0.223, -5.065)
C (-1.565, -0.760, -6.423)
C (-2.949, -0.400, -6.960)
O (-4.015, -0.990, -6.252)
C (-4.331, -2.311, -6.672)
N (-0.625, -0.246, -7.390)
H (-2.282, -0.210, -4.555)
H (-0.864, 0.720, -5.088)
H (-0.663, -0.823, -4.438)
H (-1.402, -1.840, -6.336)
H (-3.007, -0.713, -7.993)
H (-3.161, 0.674, -6.981)
H (-4.456, -2.307, -7.763)
H (-5.275, -2.577, -6.190)
H (-3.667, -3.061, -6.272)
H (0.338, -0.503, -7.190)
H (-0.802, -0.563, -8.305)
C (1.655, 6.464, -3.783)
C (1.982, 5.126, -4.372)
C (0.898, 4.111, -3.919)
O (1.141, 3.947, -2.504)
C (0.019, 3.541, -1.826)
N (2.118, 5.200, -5.825)
H (1.158, 6.380, -2.804)
H (1.030, 6.972, -4.546)
H (2.536, 7.128, -3.645)
H (2.974, 4.768, -4.012)
H (1.159, 3.196, -4.400)
H (-0.145, 4.452, -4.147)
H (-0.821, 4.246, -1.702)
H (0.382, 3.385, -0.817)
H (-0.407, 2.614, -2.198)
H (2.070, 6.155, -6.217)
H (2.894, 4.665, -6.229)
C (-1.164, 4.626, 6.845)
C (0.326, 4.322, 6.771)
C (0.498, 2.956, 6.108)
O (1.901, 2.555, 5.974)
C (2.481, 1.894, 7.086)
N (1.100, 5.431, 6.207)
H (-1.702, 3.733, 7.067)
H (-1.507, 4.956, 5.854)
H (-1.395, 5.299, 7.674)
H (0.638, 4.118, 7.776)
H (0.080, 2.983, 5.123)
H (0.009, 2.124, 6.687)
H (2.812, 0.876, 6.701)
H (1.756, 1.771, 7.873)
H (3.307, 2.517, 7.486)
H (0.630, 5.696, 5.323)
H (2.036, 5.149, 5.975)
C (5.597, 4.854, 0.016)
C (4.482, 3.831, -0.322)
C (3.068, 4.227, 0.234)
O (3.086, 3.948, 1.632)
C (1.940, 4.482, 2.301)
N (4.289, 3.926, -1.800)
H (5.560, 5.144, 1.057)
H (5.415, 5.715, -0.601)
H (6.543, 4.417, -0.261)
H (4.734, 2.817, 0.049)
H (2.263, 3.699, -0.295)
H (2.884, 5.289, 0.096)
H (1.045, 4.093, 1.867)
H (1.952, 5.549, 2.356)
H (1.897, 4.033, 3.327)
H (5.036, 3.534, -2.298)
H (3.377, 3.485, -1.990)
C (3.626, -3.766, -1.081)
C (2.802, -3.934, -2.367)
C (2.436, -2.572, -3.004)
O (3.532, -1.865, -3.456)
C (3.304, -0.529, -3.948)
N (3.479, -4.798, -3.379)
H (3.039, -3.152, -0.508)
H (4.552, -3.282, -1.242)
H (3.759, -4.710, -0.560)
H (1.787, -4.403, -2.089)
H (1.873, -1.908, -2.285)
H (1.721, -2.795, -3.782)
H (3.183, 0.123, -3.114)
H (2.461, -0.528, -4.613)
H (4.189, -0.260, -4.442)
H (2.775, -5.054, -4.078)
H (4.095, -4.142, -3.886)
C (4.354, -1.788, 7.071)
C (3.700, -1.842, 5.653)
C (3.880, -3.110, 4.908)
O (5.228, -3.539, 4.907)
C (5.361, -4.659, 4.039)
N (2.237, -1.554, 5.782)
H (4.475, -0.753, 7.373)
H (5.420, -2.150, 7.057)
H (3.819, -2.215, 7.881)
H (4.223, -1.099, 5.034)
H (3.654, -2.850, 3.817)
H (3.297, -4.013, 5.243)
H (4.603, -5.350, 4.424)
H (6.365, -4.967, 4.198)
H (5.119, -4.435, 2.932)
H (1.700, -1.785, 4.944)
H (1.843, -2.107, 6.542)
C (-3.323, 3.038, 3.274)
C (-4.516, 3.992, 3.017)
C (-3.998, 5.259, 2.428)
O (-3.149, 5.784, 3.422)
C (-2.580, 7.067, 3.062)
N (-5.419, 3.363, 2.041)
H (-2.763, 3.512, 4.102)
H (-2.737, 2.922, 2.331)
H (-3.534, 2.028, 3.650)
H (-5.022, 4.312, 3.963)
H (-4.811, 6.031, 2.268)
H (-3.457, 5.086, 1.492)
H (-1.985, 7.363, 3.911)
H (-3.436, 7.727, 2.989)
H (-1.915, 6.870, 2.197)
H (-5.699, 2.412, 2.251)
H (-6.275, 3.889, 1.950)
C (-8.428, -1.408, -7.131)
C (-7.949, -1.169, -8.566)
C (-6.760, -0.183, -8.536)
O (-7.132, 1.136, -8.174)
C (-5.992, 1.920, -7.981)
N (-7.387, -2.464, -8.973)
H (-7.596, -1.594, -6.438)
H (-9.038, -2.276, -6.975)
H (-8.917, -0.494, -6.804)
H (-8.719, -0.784, -9.273)
H (-6.358, -0.162, -9.636)
H (-6.030, -0.575, -7.810)
H (-5.462, 1.950, -8.904)
H (-5.365, 1.436, -7.168)
H (-6.260, 2.950, -7.752)
H (-8.068, -3.184, -8.781)
H (-7.151, -2.541, -9.951)
C (5.843, 0.956, 3.131)
C (4.874, 1.516, 4.128)
C (5.114, 2.971, 4.378)
O (6.115, 3.147, 5.402)
C (6.516, 4.538, 5.569)
N (3.496, 1.372, 3.541)
H (6.778, 0.761, 3.589)
H (5.909, 1.674, 2.292)
H (5.419, 0.093, 2.700)
H (4.974, 1.049, 5.093)
H (4.194, 3.477, 4.747)
H (5.431, 3.449, 3.440)
H (6.908, 5.012, 4.669)
H (7.264, 4.551, 6.299)
H (5.734, 5.178, 5.876)
H (3.485, 2.136, 2.802)
H (2.819, 1.657, 4.279)
C (-3.993, -3.293, -2.992)
C (-2.547, -3.497, -2.502)
C (-1.722, -4.082, -3.670)
O (-2.116, -5.424, -3.826)
C (-1.910, -5.945, -5.084)
N (-2.067, -2.183, -1.916)
H (-4.500, -4.030, -3.565)
H (-4.147, -2.390, -3.706)
H (-4.614, -3.134, -2.071)
H (-2.580, -4.226, -1.640)
H (-0.649, -3.872, -3.569)
H (-1.993, -3.517, -4.569)
H (-2.461, -5.243, -5.756)
H (-2.175, -6.972, -5.110)
H (-0.848, -5.969, -5.474)
H (-1.865, -1.473, -2.606)
H (-1.237, -2.445, -1.365)
C (-6.630, 1.944, -1.896)
C (-5.471, 1.712, -2.839)
C (-4.160, 2.133, -2.116)
O (-3.017, 2.012, -2.922)
C (-2.890, 2.920, -3.954)
N (-5.479, 0.357, -3.388)
H (-6.478, 1.416, -0.967)
H (-7.569, 1.733, -2.446)
H (-6.717, 3.006, -1.661)
H (-5.661, 2.480, -3.687)
H (-3.979, 1.560, -1.166)
H (-4.257, 3.169, -1.792)
H (-3.050, 4.003, -3.572)
H (-3.593, 2.802, -4.811)
H (-1.851, 2.934, -4.250)
H (-5.427, -0.400, -2.742)
H (-4.679, 0.178, -4.056)
C (-4.445, -0.958, 2.857)
C (-3.895, -1.903, 1.784)
C (-4.716, -3.160, 1.482)
O (-4.023, -3.887, 0.471)
C (-4.770, -4.984, 0.013)
N (-3.782, -1.166, 0.520)
H (-5.499, -0.786, 2.793)
H (-3.844, 0.000, 2.942)
H (-4.208, -1.431, 3.795)
H (-2.893, -2.204, 2.064)
H (-5.800, -2.911, 1.258)
H (-4.714, -3.789, 2.445)
H (-5.342, -5.576, 0.812)
H (-4.044, -5.653, -0.396)
H (-5.494, -4.768, -0.746)
H (-3.293, -1.680, -0.186)
H (-3.301, -0.253, 0.731)
C (-1.842, -5.629, 2.643)
C (-0.552, -5.074, 2.047)
C (-0.506, -5.406, 0.597)
O (-0.014, -6.699, 0.467)
C (0.168, -7.019, -0.882)
N (-0.408, -3.624, 2.261)
H (-1.979, -6.627, 2.418)
H (-2.640, -4.988, 2.316)
H (-1.680, -5.464, 3.679)
H (0.320, -5.662, 2.465)
H (0.207, -4.736, 0.102)
H (-1.434, -5.360, 0.024)
H (1.105, -6.562, -1.222)
H (-0.665, -6.607, -1.499)
H (0.190, -8.099, -1.023)
H (0.528, -3.316, 1.928)
H (-0.550, -3.419, 3.318)
C (3.025, 0.537, 0.075)
C (1.946, -0.228, 0.948)
C (0.889, -0.999, 0.105)
O (0.243, -0.306, -0.960)
C (-0.781, 0.603, -0.556)
N (2.499, -1.114, 1.926)
H (3.639, -0.194, -0.453)
H (3.652, 1.099, 0.776)
H (2.600, 1.196, -0.666)
H (1.433, 0.424, 1.562)
H (0.160, -1.345, 0.817)
H (1.331, -1.877, -0.412)
H (-1.493, 0.800, -1.374)
H (-0.393, 1.572, -0.274)
H (-1.255, 0.086, 0.248)
H (2.985, -0.596, 2.658)
H (3.205, -1.854, 1.611)

Atomic partial charges in e from the Löwdin method, atoms 1 to 4:
1 C -0.087
2 C -0.400
3 C -0.201
4 O -0.240

=====

*2*
The following is a quantum chemistry calculation of a 16-piece molecular cluster, C64H176N16O16 overall, from the Open Molecules 2025 dataset.

HOMO, eV: -8.436
Gap between HOMO and LUMO, eV: 8.903

Atoms and positions in Å:
C (5.815, 2.655, -3.784)
C (4.743, 2.778, -4.964)
C (3.819, 3.810, -4.611)
O (3.129, 3.474, -3.335)
C (2.305, 4.601, -2.893)
N (5.351, 2.896, -6.244)
H (6.368, 3.577, -3.610)
H (6.469, 1.801, -3.960)
H (5.369, 2.522, -2.798)
H (4.126, 1.879, -4.964)
H (3.110, 3.992, -5.419)
H (4.272, 4.797, -4.517)
H (2.770, 5.587, -2.879)
H (2.276, 4.447, -1.814)
H (1.286, 4.493, -3.266)
H (6.086, 3.575, -6.100)
H (5.783, 2.029, -6.527)
C (-3.802, 1.839, 3.040)
C (-4.168, 2.358, 1.678)
C (-3.213, 3.386, 1.138)
O (-3.864, 4.114, 0.070)
C (-2.953, 4.935, -0.667)
N (-4.390, 1.240, 0.787)
H (-2.816, 1.374, 3.043)
H (-4.582, 1.250, 3.520)
H (-3.623, 2.710, 3.671)
H (-5.097, 2.910, 1.826)
H (-2.342, 2.895, 0.703)
H (-2.788, 3.987, 1.942)
H (-2.260, 5.566, -0.110)
H (-3.414, 5.577, -1.418)
H (-2.214, 4.409, -1.273)
H (-4.448, 1.495, -0.189)
H (-3.518, 0.740, 0.884)
C (2.718, 6.328, 3.732)
C (1.142, 6.552, 3.811)
C (0.352, 5.187, 3.621)
O (0.623, 4.319, 2.523)
C (0.517, 4.853, 1.278)
N (0.842, 7.384, 4.966)
H (3.258, 7.269, 3.842)
H (2.896, 5.945, 2.728)
H (3.021, 5.631, 4.514)
H (0.925, 7.013, 2.847)
H (-0.702, 5.452, 3.533)
H (0.341, 4.606, 4.543)
H (0.574, 4.012, 0.586)
H (1.415, 5.451, 1.124)
H (-0.390, 5.451, 1.188)
H (1.551, 8.103, 5.013)
H (-0.014, 7.901, 4.826)
C (-1.978, -2.713, -3.511)
C (-2.646, -2.931, -2.172)
C (-1.689, -3.570, -1.173)
O (-0.723, -2.555, -0.865)
C (0.379, -3.048, -0.103)
N (-3.233, -1.695, -1.595)
H (-2.663, -2.153, -4.148)
H (-1.834, -3.583, -4.152)
H (-1.097, -2.074, -3.577)
H (-3.410, -3.680, -2.380)
H (-1.272, -4.454, -1.656)
H (-2.038, -3.796, -0.165)
H (0.964, -2.159, 0.132)
H (0.955, -3.807, -0.633)
H (0.055, -3.509, 0.830)
H (-2.487, -1.032, -1.440)
H (-3.886, -1.157, -2.146)
C (4.212, 1.507, 3.886)
C (5.610, 1.232, 4.619)
C (5.323, 0.207, 5.811)
O (6.590, 0.051, 6.358)
C (6.616, -0.795, 7.502)
N (6.536, 0.660, 3.680)
H (4.209, 1.230, 2.831)
H (4.123, 2.587, 4.001)
H (3.406, 0.977, 4.393)
H (6.036, 2.185, 4.933)
H (4.926, -0.775, 5.555)
H (4.706, 0.719, 6.550)
H (5.815, -0.667, 8.230)
H (7.425, -0.406, 8.121)
H (6.829, -1.849, 7.326)
H (7.465, 0.818, 4.044)
H (6.251, -0.298, 3.538)
C (-7.789, -1.905, -4.841)
C (-6.426, -2.608, -4.420)
C (-5.551, -3.245, -5.536)
O (-6.287, -4.299, -6.120)
C (-5.878, -4.901, -7.403)
N (-5.702, -1.720, -3.522)
H (-8.091, -1.206, -4.061)
H (-8.591, -2.640, -4.917)
H (-7.504, -1.366, -5.745)
H (-6.789, -3.443, -3.820)
H (-4.629, -3.700, -5.173)
H (-5.212, -2.579, -6.329)
H (-6.321, -5.885, -7.560)
H (-4.797, -4.893, -7.546)
H (-6.250, -4.199, -8.149)
H (-4.907, -2.315, -3.339)
H (-6.136, -1.625, -2.615)
C (0.839, 3.211, -6.195)
C (-0.592, 2.717, -5.928)
C (-1.725, 3.136, -6.954)
O (-1.723, 4.519, -7.327)
C (-2.926, 4.986, -7.955)
N (-0.473, 1.273, -5.971)
H (1.380, 2.712, -5.391)
H (0.954, 4.294, -6.234)
H (1.151, 2.861, -7.178)
H (-0.718, 3.095, -4.913)
H (-2.700, 2.865, -6.548)
H (-1.546, 2.558, -7.860)
H (-3.744, 4.939, -7.236)
H (-3.120, 4.405, -8.857)
H (-2.602, 6.022, -8.054)
H (0.178, 0.865, -5.316)
H (-1.339, 0.754, -6.003)
C (0.626, 0.269, 2.249)
C (-0.589, 0.473, 1.447)
C (-0.425, 0.858, -0.045)
O (-1.725, 0.862, -0.614)
C (-1.762, 1.113, -1.992)
N (-1.285, -0.861, 1.481)
H (0.318, -0.124, 3.219)
H (1.077, 1.258, 2.335)
H (1.330, -0.467, 1.862)
H (-1.170, 1.245, 1.952)
H (0.173, 0.006, -0.369)
H (0.073, 1.811, -0.220)
H (-1.592, 0.230, -2.608)
H (-1.145, 1.951, -2.315)
H (-2.804, 1.393, -2.149)
H (-2.143, -0.711, 0.970)
H (-0.826, -1.562, 0.917)
C (1.399, 0.162, -3.074)
C (2.418, -0.445, -2.228)
C (2.825, -1.786, -2.874)
O (1.672, -2.616, -2.816)
C (1.592, -3.433, -4.014)
N (3.518, 0.467, -2.064)
H (1.199, 1.211, -2.854)
H (0.462, -0.392, -3.025)
H (1.776, 0.194, -4.096)
H (1.989, -0.648, -1.247)
H (3.672, -2.147, -2.291)
H (3.135, -1.680, -3.913)
H (1.078, -4.338, -3.689)
H (2.538, -3.722, -4.471)
H (0.809, -3.021, -4.650)
H (3.533, 0.947, -2.953)
H (4.272, -0.203, -2.113)
C (-1.407, -3.289, -8.783)
C (-1.476, -1.948, -8.117)
C (-2.889, -1.647, -7.599)
O (-2.991, -0.284, -7.132)
C (-4.272, 0.010, -6.672)
N (-0.566, -1.969, -6.963)
H (-2.051, -3.163, -9.654)
H (-1.976, -3.993, -8.175)
H (-0.430, -3.691, -9.049)
H (-1.263, -1.166, -8.846)
H (-3.182, -2.215, -6.716)
H (-3.543, -1.818, -8.454)
H (-5.072, -0.119, -7.401)
H (-4.294, 1.030, -6.287)
H (-4.624, -0.567, -5.816)
H (0.365, -2.179, -7.293)
H (-0.535, -0.996, -6.692)
C (7.868, -3.005, 3.232)
C (6.926, -3.156, 4.505)
C (5.469, -3.208, 4.062)
O (5.050, -1.970, 3.674)
C (3.846, -2.067, 2.890)
N (7.257, -4.376, 5.218)
H (8.936, -2.856, 3.387)
H (7.433, -2.298, 2.526)
H (7.969, -3.953, 2.702)
H (7.213, -2.372, 5.205)
H (4.852, -3.555, 4.892)
H (5.376, -3.950, 3.269)
H (4.032, -1.970, 1.820)
H (3.202, -1.252, 3.222)
H (3.384, -3.009, 3.182)
H (7.266, -5.010, 4.431)
H (8.186, -4.478, 5.602)
C (7.311, 1.866, 0.125)
C (6.934, 0.460, -0.567)
C (8.122, -0.533, -0.683)
O (8.937, 0.082, -1.735)
C (10.262, -0.256, -1.687)
N (5.731, -0.137, 0.087)
H (8.355, 1.902, 0.436)
H (6.638, 2.001, 0.971)
H (7.197, 2.651, -0.624)
H (6.519, 0.606, -1.564)
H (7.826, -1.543, -0.967)
H (8.627, -0.555, 0.283)
H (10.672, 0.008, -0.712)
H (10.926, 0.123, -2.463)
H (10.360, -1.342, -1.657)
H (5.873, -0.292, 1.074)
H (5.037, 0.588, -0.030)
C (-8.128, 1.794, -1.923)
C (-7.685, 1.245, -0.495)
C (-8.209, 2.046, 0.727)
O (-7.640, 3.328, 0.691)
C (-7.544, 4.073, 1.917)
N (-8.152, -0.136, -0.301)
H (-7.801, 2.817, -2.111)
H (-9.215, 1.837, -1.862)
H (-7.700, 1.236, -2.756)
H (-6.595, 1.243, -0.524)
H (-7.910, 1.575, 1.663)
H (-9.293, 2.158, 0.706)
H (-7.036, 5.021, 1.742)
H (-6.819, 3.480, 2.474)
H (-8.453, 4.275, 2.484)
H (-7.603, -0.784, -0.848)
H (-7.896, -0.464, 0.620)
C (0.425, -3.910, 5.069)
C (0.351, -5.429, 4.914)
C (-1.038, -5.963, 4.408)
O (-2.020, -5.895, 5.463)
C (-3.385, -6.336, 5.086)
N (1.423, -5.846, 4.075)
H (1.358, -3.533, 5.487)
H (-0.522, -3.495, 5.417)
H (0.569, -3.392, 4.121)
H (0.545, -6.000, 5.822)
H (-0.870, -6.974, 4.037)
H (-1.229, -5.417, 3.483)
H (-3.860, -5.762, 4.291)
H (-3.973, -6.178, 5.990)
H (-3.440, -7.413, 4.924)
H (2.238, -5.844, 4.672)
H (1.348, -6.842, 3.931)
C (1.100, 2.051, 8.712)
C (1.685, 1.707, 7.220)
C (1.776, 0.150, 7.012)
O (2.881, -0.338, 7.762)
C (2.907, -1.773, 7.720)
N (0.942, 2.286, 6.081)
H (1.518, 1.435, 9.508)
H (0.093, 1.663, 8.864)
H (1.014, 3.125, 8.878)
H (2.715, 2.055, 7.147)
H (1.867, -0.060, 5.946)
H (0.830, -0.290, 7.328)
H (3.370, -2.163, 6.814)
H (1.960, -2.300, 7.832)
H (3.537, -2.106, 8.545)
H (0.536, 3.171, 6.351)
H (1.447, 2.545, 5.245)
C (-6.432, -1.042, 3.186)
C (-5.302, -1.817, 2.445)
C (-5.276, -3.251, 2.799)
O (-4.941, -3.303, 4.246)
C (-3.605, -2.982, 4.725)
N (-5.520, -1.597, 1.065)
H (-6.160, -0.042, 2.850)
H (-6.442, -1.063, 4.276)
H (-7.480, -1.184, 2.919)
H (-4.370, -1.265, 2.564)
H (-4.683, -3.921, 2.176)
H (-6.277, -3.653, 2.638)
H (-3.510, -1.901, 4.825)
H (-2.839, -3.397, 4.069)
H (-3.405, -3.395, 5.713)
H (-5.462, -0.590, 1.017)
H (-4.683, -2.009, 0.678)

Atomic partial charges in e from the Löwdin method, atoms 1 to 4:
1 C -0.039
2 C -0.472
3 C -0.225
4 O -0.204

=====

Which structure above is the least stable? It is *2*.